[1]
The following is a quantum chemistry calculation of a cluster of 2 separate species, C3H7N3O in total, from OMol25.

The HOMO energy is -9.4134 eV. The SMILES is [H]/N=C/NC.N=C=O. The energy relative to the best compared isomer or geometry (same formula, charge and spin) is 15.60 kcal/mol.

Each line ends with the Mulliken charge.
CARTESIAN COORDINATES (ANGSTROEM)
H (1.83343, 1.34540, -1.70711)  0.188
N (1.34960, 1.09532, -0.85186)  -0.656
C (0.15155, 0.69691, -1.08710)  0.112
N (-0.69767, 0.31776, -0.10653)  -0.216
C (-2.01342, -0.24125, -0.32680)  -0.785
H (-0.28332, 0.62527, -2.09100)  0.265
H (-0.36230, 0.41471, 0.84284)  0.245
H (-2.12654, -0.49685, -1.38492)  0.292
H (-2.81010, 0.46082, -0.05272)  0.266
H (-2.13853, -1.16142, 0.25344)  0.286
N (2.02711, -0.06045, 1.61166)  -0.570
C (1.69197, -1.18330, 1.90261)  0.631
O (1.38139, -2.24774, 2.30420)  -0.484
H (1.99682, 0.43482, 0.69331)  0.427

***

[2]
The following is a quantum chemistry calculation of a cluster of 2 separate species, C27H37N4O in total at a distorted geometry, from OMol25.

The HOMO energy is -10.8998 eV. The energy relative to the best compared isomer or geometry (same formula, charge and spin) is 54.15 kcal/mol. As for the total charge: +1.

Each line ends with the Mulliken charge.
CARTESIAN COORDINATES (ANGSTROEM)
C (-1.78807, -2.85017, 3.59407)  -1.055
N (-2.00569, -1.91970, 2.51716)  0.386
C (-3.10734, -1.12046, 2.49663)  -0.131
O (-4.07127, -1.18871, 3.26033)  -0.685
C (-2.92692, -0.11072, 1.38367)  0.285
C (-2.79560, 1.31816, 1.92601)  -1.591
C (-1.71383, 1.46375, 2.97156)  0.441
C (-1.93858, 1.02358, 4.28188)  0.018
C (-0.94222, 1.14217, 5.25094)  -0.750
C (0.28825, 1.71449, 4.92010)  -0.472
C (0.50618, 2.19121, 3.62495)  -0.700
C (-0.50249, 2.09596, 2.65897)  -0.020
N (-1.73629, -0.59746, 0.69425)  0.346
C (-1.22590, 0.14396, -0.33991)  -0.374
C (-0.00207, -0.09452, -0.95690)  -0.450
C (0.86556, 0.83202, -1.63692)  1.409
C (2.28001, 0.42194, -1.87923)  0.295
C (3.23229, 1.39780, -2.25680)  -0.263
C (4.41715, 0.98900, -2.87390)  -0.629
C (4.83907, -0.35959, -2.79135)  -0.496
C (3.96612, -1.31143, -2.25591)  -0.684
C (2.66524, -0.94810, -1.88968)  -0.562
C (-1.03356, -1.63339, 1.47386)  0.235
C (0.30594, -1.16255, 2.08618)  0.102
C (1.05491, -2.44687, 2.41269)  -0.756
C (0.49867, -3.54386, 1.48403)  -0.717
C (-0.70903, -2.96329, 0.73835)  -1.142
H (-2.75868, -3.13785, 3.99864)  0.404
H (-1.28010, -3.73396, 3.21380)  0.336
H (-1.18270, -2.41350, 4.39905)  0.261
H (-3.80178, -0.17132, 0.71559)  0.359
H (-2.64135, 2.02492, 1.10177)  0.572
H (-3.76306, 1.55464, 2.38982)  0.572
H (-2.90758, 0.58805, 4.53910)  0.429
H (-1.14166, 0.78768, 6.26145)  0.440
H (1.06499, 1.81375, 5.68197)  0.389
H (1.46039, 2.64858, 3.35554)  0.384
H (-0.35328, 2.48844, 1.64775)  0.335
H (-1.90907, 0.91827, -0.71654)  0.621
H (0.37296, -1.12215, -0.87341)  -0.824
H (0.81641, 1.88625, -1.30039)  0.326
H (3.01327, 2.46096, -2.10554)  0.451
H (5.04686, 1.73035, -3.36947)  0.409
H (5.82276, -0.65835, -3.15670)  0.408
H (4.28718, -2.34535, -2.10452)  0.407
H (1.95286, -1.75949, -1.66193)  0.354
H (0.82361, -0.56214, 1.32849)  0.319
H (0.09530, -0.50593, 2.94076)  -0.405
H (2.13096, -2.31325, 2.26926)  0.432
H (0.88938, -2.70366, 3.46636)  0.333
H (1.26412, -3.85717, 0.76360)  0.433
H (0.21066, -4.43286, 2.05869)  0.386
H (-1.58994, -3.62121, 0.76243)  0.290
H (-0.48768, -2.72208, -0.30601)  0.293
C (0.55387, 3.05914, -3.44044)  -1.074
N (0.49974, 1.58657, -3.52374)  0.451
N (-0.15847, 1.26440, -4.76050)  -0.509
C (-0.38355, -0.14954, -4.91745)  -0.938
C (-1.31763, 2.08468, -5.04731)  -1.000
H (-0.46508, 3.44235, -3.60535)  0.376
H (0.90573, 3.38030, -2.47476)  0.373
H (1.23083, 3.42673, -4.22899)  0.347
H (1.43516, 1.22868, -3.77779)  0.296
H (-0.70661, -0.30743, -5.96145)  0.369
H (0.54879, -0.70216, -4.76098)  0.323
H (-1.16893, -0.54888, -4.25619)  0.241
H (-1.79036, 1.71179, -5.96794)  0.261
H (-2.06721, 2.08570, -4.22328)  0.300
H (-0.97166, 3.11284, -5.24841)  0.427

***

[3]
The following is a quantum chemistry calculation of a structure of composition C16H19BN8O3Sr, from OMol25.

The HOMO energy (spin up / spin down) is -10.9182 / -10.9182 eV. The expectation value of S² is 0.761. As for the multiplicity: 2. The energy relative to the best compared isomer or geometry (same formula, charge and spin) is 16.33 kcal/mol. As for the total charge: +1.

Each line ends with the Mulliken charge.
CARTESIAN COORDINATES (ANGSTROEM)
Sr (0.93154, -2.03776, -0.07369)  1.893
C (2.09709, 2.56001, -0.36130)  -0.964
C (2.52451, 1.22591, -0.38381)  -0.477
N (1.67150, 0.43970, 0.25410)  -0.813
N (0.67779, 1.23858, 0.71348)  0.972
C (0.91324, 2.52087, 0.32886)  -0.262
B (-0.55622, 0.66746, 1.44725)  0.069
N (-0.21826, -0.31228, 2.59488)  0.802
C (-0.65574, -0.23194, 3.88320)  -0.295
C (-0.13598, -1.28269, 4.59099)  -0.875
C (0.61380, -1.99111, 3.64633)  -0.379
N (0.55845, -1.41448, 2.45539)  -0.774
N (-1.62553, 0.13283, 0.50439)  0.575
C (-2.65440, 0.73619, -0.13899)  -0.016
C (-3.24753, -0.18359, -0.96458)  -0.983
C (-2.49692, -1.35264, -0.78164)  -0.470
N (-1.51984, -1.16382, 0.09133)  -0.862
N (-1.08668, 1.94807, 2.26118)  1.301
C (-0.25740, 2.65647, 3.15331)  -0.210
C (-1.03739, 3.61654, 3.78104)  -0.741
C (-2.29572, 3.41582, 3.28704)  -0.462
N (-2.29095, 2.35284, 2.34186)  -0.990
H (2.57764, 3.41926, -0.79410)  0.443
H (3.40514, 0.80540, -0.84307)  0.516
H (0.21807, 3.31760, 0.54139)  0.476
H (-1.33639, 0.53123, 4.22002)  0.431
H (-0.28635, -1.51152, 5.63090)  0.427
H (1.18238, -2.89823, 3.77787)  0.472
H (-2.90815, 1.76446, 0.04484)  0.497
H (-4.10659, -0.03979, -1.59561)  0.456
H (-2.62021, -2.31614, -1.25091)  0.490
H (0.79141, 2.42143, 3.24591)  0.568
H (-0.68621, 4.33559, 4.50071)  0.494
H (-3.23325, 3.91241, 3.47825)  0.477
C (2.13211, -0.98206, -4.30098)  -1.632
C (1.19499, -1.92029, -3.56205)  1.466
C (0.09858, -2.45353, -4.47008)  -1.765
O (0.57525, -1.18314, -2.45527)  -0.019
C (1.98590, -3.11127, -2.95989)  0.178
O (2.77096, -3.66920, -3.70124)  -0.639
O (1.72217, -3.42538, -1.73658)  -0.897
H (1.56779, -0.17171, -4.77065)  0.465
H (2.66719, -1.53831, -5.06645)  0.372
H (2.86630, -0.55670, -3.61531)  0.310
H (-0.45170, -1.62704, -4.92926)  0.481
H (-0.59384, -3.08145, -3.90789)  0.355
H (0.54399, -3.05510, -5.26032)  0.411
H (0.01346, -0.50746, -2.85085)  0.128

***

Total energy / a.u.: -358.025010; -1344.981917; -1340.357319